C15H31N2O2PSiW as an isolated structure in a non-equilibrium geometry, computed with the ωB97M-V functional and the def2-TZVPD basis.

```
53
Properties=species:S:1:pos:R:3:nbo_charge:R:1
W -0.04020 0.27417 0.14853 0.946
Si -1.75849 -1.25710 1.07212 0.714
P 1.45188 -1.67921 -0.26658 1.022
N -0.73318 0.12816 -1.49270 -0.698
H 0.83114 2.01660 3.29136 0.143
C 3.20730 -1.37597 -0.80103 -0.933
H 3.74974 -2.31684 -1.00574 0.227
H 3.73265 -0.81733 -0.00802 0.237
H 3.19758 -0.75437 -1.71249 0.242
C 1.69633 -2.83947 1.15363 -0.943
H 2.40345 -3.65098 0.90588 0.230
H 0.71913 -3.27154 1.42639 0.248
H 2.07649 -2.26887 2.01737 0.243
C 0.82413 -2.78084 -1.60479 -0.940
H 1.42975 -3.69947 -1.69516 0.223
H 0.84215 -2.22550 -2.55689 0.255
H -0.22272 -3.03939 -1.37651 0.259
C -1.55380 -1.52496 2.96407 -1.086
H -1.50121 -0.55841 3.49656 0.225
H -0.62084 -2.07197 3.18855 0.221
H -2.40087 -2.10035 3.38191 0.231
H -3.20039 -0.82167 0.89955 -0.171
H -1.78915 -2.65597 0.48831 -0.202
C -1.30033 0.05737 -2.73422 0.101
C -1.41936 0.75866 -5.07320 -0.184
C -0.82038 0.84670 -3.81259 -0.295
C -2.39541 -0.81842 -2.96390 -0.234
C -2.98360 -0.89469 -4.22864 -0.210
C -2.50208 -0.10946 -5.29043 -0.304
H -1.03842 1.37387 -5.89617 0.203
H 0.02343 1.52006 -3.63178 0.200
H -2.75985 -1.42234 -2.12715 0.206
H -3.82802 -1.57408 -4.39055 0.206
H -2.96719 -0.17385 -6.27946 0.205
C 1.59646 1.36547 2.81073 0.113
O 1.02652 0.78140 1.67098 -0.817
C 2.78615 2.24538 2.40449 -0.633
H 3.60520 2.13800 3.13813 0.211
H 2.49577 3.30998 2.35929 0.205
H 3.16459 1.94053 1.41394 0.218
C 1.99272 0.26864 3.80589 -0.627
H 3.03288 -0.06105 3.63545 0.199
H 1.32345 -0.60276 3.69667 0.222
H 1.90251 0.63813 4.84034 0.212
C -0.49179 3.27153 0.01205 -0.741
C -1.63087 2.54460 0.66762 0.659
N -2.70878 3.22309 1.12546 -0.796
O -1.58885 1.32859 0.79065 -0.607
H -0.68208 4.36470 -0.02458 0.229
H -0.35865 2.90152 -1.02531 0.273
H 0.44295 3.10143 0.58246 0.259
H -3.48889 2.72056 1.57462 0.422
H -2.76896 4.24770 1.03492 0.408
```

largest force on an atom = 3.441 eV/A
Kohn-Sham gap (alpha / beta) = 4.50 / 7.22 eV
spin multiplicity = 3
energy relative to the best compared isomer or geometry (same formula, charge and spin) = 0.0 kcal/mol

A 3-piece molecular cluster, C15H31NO13P3 overall in a non-equilibrium geometry, computed with the ωB97M-V functional and the def2-TZVPD basis.

```
63
Properties=species:S:1:pos:R:3:nbo_charge:R:1
C 5.72605 -0.76744 -2.71197 -0.731
C 4.20215 -0.34529 -2.37475 0.807
O 3.28570 -0.95964 -2.96987 -0.586
O 3.95321 0.67025 -1.38633 -0.549
C 2.95924 1.63062 -1.83208 -0.079
C 1.69406 1.57357 -0.79806 -0.466
C 0.34315 1.29655 -1.60554 0.014
C -0.19753 2.16696 -2.77132 0.065
N -1.42405 1.82061 -3.47259 -0.468
C -2.23028 0.66174 -3.17204 0.096
C -1.76736 -0.26464 -2.02298 -0.409
P -2.70765 -1.85297 -1.53890 2.237
O -3.77728 -1.59602 -0.48461 -1.001
O -3.32876 -2.46851 -3.02014 -0.931
O -1.48903 -2.95108 -1.02243 -0.963
C -0.47956 0.03790 -1.21739 -0.069
H 6.38427 -0.47808 -1.81033 0.250
H 5.84067 -1.90380 -2.83651 0.264
H 6.08407 -0.19094 -3.62953 0.258
H 3.41454 2.67098 -1.69768 0.212
H 2.62781 1.48692 -2.92036 0.210
H 1.90115 0.65493 -0.13252 0.251
H 1.64502 2.47513 -0.10255 0.261
H 0.34480 3.10749 -3.11131 0.264
H -1.76074 2.40485 -4.26444 0.460
H -3.17982 0.39865 -3.76971 0.293
H -2.50555 -2.63664 -3.55579 0.496
H -1.77541 -3.86255 -1.27350 0.524
H -0.13522 -0.64009 -0.36062 0.283
C -7.28268 4.80332 0.34849 -0.274
O -7.74575 3.50682 0.71457 -0.668
P -6.49103 2.42420 1.18894 2.300
O -6.33332 1.92330 -0.24821 -1.006
O -7.57679 1.51834 2.01953 -0.807
C -8.79391 1.13360 1.39967 -0.254
O -5.21274 1.44584 1.77980 -0.777
C -5.17408 0.07910 1.39729 -0.232
H -8.13705 5.41667 0.06773 0.205
H -6.77220 5.26751 1.19568 0.174
H -6.59705 4.73531 -0.50167 0.182
H -8.68286 1.01699 0.31945 0.197
H -9.56404 1.87644 1.61537 0.188
H -9.10939 0.17805 1.82323 0.193
H -4.92400 -0.01843 0.34238 0.208
H -6.12013 -0.42172 1.60850 0.182
H -4.38849 -0.41081 1.97718 0.185
C 3.78605 -1.59805 0.49557 -0.263
O 4.33764 -2.38012 1.54711 -0.676
P 5.43688 -1.51338 2.55561 2.287
O 6.61771 -1.92354 1.67496 -0.979
O 5.19145 -2.59441 3.76418 -0.804
C 5.25930 -3.98530 3.49000 -0.255
O 6.41051 -0.55905 3.59626 -0.767
C 7.62757 -1.10695 4.07545 -0.229
H 3.10470 -2.21828 -0.08575 0.200
H 3.23236 -0.75521 0.91777 0.157
H 4.57594 -1.22459 -0.15946 0.184
H 5.95435 -4.20781 2.67749 0.200
H 4.26401 -4.35682 3.23904 0.184
H 5.60061 -4.49794 4.39140 0.196
H 8.35835 -1.18868 3.26804 0.196
H 7.47136 -2.08000 4.54301 0.182
H 8.02912 -0.42385 4.82726 0.194
```

largest force on an atom = 9.781 eV/A
Kohn-Sham gap = 6.06 eV
charge = +1

C15H31NO3P2W as an isolated structure in a non-equilibrium geometry, computed with the ωB97M-V functional and the def2-TZVPD basis.

```
53
Properties=species:S:1:pos:R:3:nbo_charge:R:1
P 1.07876 1.83776 -3.22353 1.344
P 1.27544 -3.19561 2.20761 1.885
C 1.66322 -2.74430 -2.76892 -0.737
C 1.79142 -2.61711 -1.28241 -0.760
H 1.65009 -3.76293 -3.18808 0.250
H 1.01575 -2.03224 -3.29426 0.212
H 1.42966 -1.70830 -0.81763 0.212
H 1.51664 -3.47920 -0.66583 0.198
C 3.02990 -3.66775 2.11649 -1.006
H 3.43788 -3.53350 3.12630 0.315
H 3.54185 -2.99739 1.41181 0.283
H 3.15763 -4.70752 1.79471 0.288
C 0.07128 -4.53085 2.04533 -1.013
H 0.56959 -5.50851 2.12029 0.300
H -0.41359 -4.42204 1.06367 0.291
H -0.66824 -4.40493 2.85051 0.313
C 2.33785 3.00107 -3.90221 -0.973
H 2.03494 4.04710 -4.04418 0.300
H 2.73660 2.61099 -4.85591 0.282
H 3.15452 2.98332 -3.15680 0.272
C 0.18348 1.13530 -4.67703 -0.978
H 0.16808 0.05686 -4.42841 0.271
H 0.74203 1.25088 -5.62326 0.285
H -0.86302 1.44860 -4.80819 0.296
W 3.65128 -2.31173 -2.14425 1.639
C 4.88479 -3.79678 -2.02071 -0.452
C 5.29964 -2.66404 -1.13809 -0.561
C 6.37560 -1.68988 -1.50186 -0.409
C 6.03184 -0.87377 -2.77380 -0.432
C 4.54786 -0.78195 -2.97967 -0.495
C 3.90348 -1.70069 -3.99754 -0.422
C 4.63576 -2.90749 -4.49664 -0.453
C 5.30864 -3.89657 -3.44291 -0.441
C -0.03266 2.59447 -1.97399 -0.980
H 4.61317 -4.72806 -1.52371 0.260
H 5.20774 -2.87542 -0.06368 0.236
H 7.36208 -2.15717 -1.62874 0.226
H 6.47851 -0.96976 -0.67714 0.222
H 6.41593 0.15135 -2.64518 0.236
H 6.54984 -1.27859 -3.66039 0.217
H 4.09972 0.18894 -2.88994 0.214
H 3.16532 -1.26600 -4.65511 0.227
H 5.43367 -2.61970 -5.21218 0.245
H 3.92078 -3.51949 -5.07627 0.240
H 5.04643 -4.90506 -3.80051 0.252
H 6.39910 -3.82666 -3.57036 0.242
H -0.94352 1.98243 -1.83785 0.285
H -0.27916 3.65518 -2.11992 0.302
H 0.54938 2.48595 -1.03426 0.269
O 0.86934 1.26111 1.28491 -0.246
N -0.25280 0.75923 1.13313 0.532
O -0.61414 0.01930 0.22515 -0.277
O 1.00376 -2.32996 3.38387 -0.808
```

largest force on an atom = 6.277 eV/A
Kohn-Sham gap (alpha / beta) = 3.54 / 3.23 eV
charge = +2
spin multiplicity = 3
energy relative to the best compared isomer or geometry (same formula, charge and spin) = 63.7 kcal/mol

C15H32CrN8O6 as an isolated structure in a non-equilibrium geometry, computed with the ωB97M-V functional and the def2-TZVPD basis.

```
62
Properties=species:S:1:pos:R:3:nbo_charge:R:1
O -1.46078 0.35282 -3.75640 -1.135
H -1.70683 1.22698 -4.10352 0.417
Cr -1.47888 0.79951 -1.15169 1.036
N -0.70424 1.91650 0.51064 -0.098
N 0.34960 1.29988 -1.74107 -0.041
N -2.06862 -0.39901 0.52178 -0.076
N -1.03673 -1.12232 -1.66000 -0.034
O -0.93927 1.95455 1.82595 -0.500
O -2.10042 -0.15404 1.81859 -0.517
O -0.10632 -1.44993 -2.52559 -0.446
O 1.07545 0.70801 -2.62560 -0.403
C 0.76294 2.44921 -1.20247 0.152
C 0.20504 2.77012 0.06467 0.200
C -2.33722 -1.66375 0.18303 0.203
C -1.78301 -2.03752 -1.07181 0.166
C 0.66228 3.92116 0.87608 -0.682
H 0.47429 3.75709 1.93016 0.261
H 0.15736 4.84406 0.59622 0.245
H 1.72006 4.10759 0.75013 0.230
C 1.88365 3.21158 -1.80639 -0.674
H 2.24071 2.72307 -2.70534 0.264
H 2.72064 3.32355 -1.12548 0.229
H 1.55999 4.21341 -2.07087 0.236
C -3.02720 -2.64515 1.04926 -0.676
C -1.79293 -3.37794 -1.65765 -0.673
H -3.34327 -2.16784 1.96668 0.258
H -2.35366 -3.46342 1.28285 0.236
H -3.89156 -3.05009 0.53565 0.238
H -1.24240 -3.43316 -2.58188 0.265
H -2.79885 -3.68288 -1.86515 0.235
H -1.39267 -4.12103 -0.99940 0.229
H -1.47173 0.95438 1.89267 0.478
H 0.38943 -0.46455 -2.78189 0.519
C -2.93202 1.56013 -1.41617 -0.874
H -2.70811 2.55590 -1.05369 0.213
H -3.65552 1.15318 -0.74669 0.222
H -3.03671 1.43320 -2.65878 0.289
O -5.64672 3.11939 -2.65787 -0.949
H -6.23215 2.30412 -2.37339 0.480
H -5.46757 3.69162 -1.90356 0.473
C 1.48763 0.10603 2.06408 -0.073
N 1.28734 -0.62701 0.80557 -0.509
C 0.96343 -2.03222 1.12241 -0.078
N 2.05385 -2.66710 1.89020 -0.473
C 2.25528 -1.87928 3.13332 -0.078
N 2.60257 -0.46632 2.84985 -0.472
C 3.82188 -0.42553 2.00810 -0.077
N 3.65877 -1.17836 0.74653 -0.470
C 2.51952 -0.59134 0.00391 -0.075
C 3.29319 -2.58187 1.07106 -0.079
H 0.55633 0.03484 2.64935 0.209
H 1.69979 1.16124 1.81671 0.190
H 0.80371 -2.56150 0.16662 0.199
H 0.02914 -2.03123 1.70786 0.199
H 3.08961 -2.33288 3.68916 0.197
H 1.33807 -1.90813 3.73033 0.201
H 4.06482 0.61771 1.77808 0.196
H 4.64121 -0.89155 2.57594 0.197
H 2.34732 -1.16804 -0.92057 0.212
H 2.73821 0.46069 -0.24814 0.192
H 4.11601 -3.01766 1.65895 0.197
H 3.14626 -3.13888 0.13869 0.202
```

largest force on an atom = 9.594 eV/A
Kohn-Sham gap (alpha / beta) = 6.91 / 3.93 eV
spin multiplicity = 5
energy relative to the best compared isomer or geometry (same formula, charge and spin) = 163.2 kcal/mol

C15H32N2O5P2Rh as an isolated structure in a non-equilibrium geometry, computed with the ωB97M-V functional and the def2-TZVPD basis.

```
57
Properties=species:S:1:pos:R:3:nbo_charge:R:1
O -0.02664 4.11823 0.69346 -0.760
H 0.30675 5.02894 0.59189 0.507
Rh -0.23086 0.62398 0.00939 0.445
N -1.24332 -0.10211 -1.67038 -0.280
N 1.08799 -0.64999 -0.97625 -0.305
O -2.51733 0.28456 -2.08601 -0.579
O 2.42906 -0.99378 -0.74817 -0.574
C -0.68207 -0.99820 -2.45672 0.143
C 0.62810 -1.35769 -1.99645 0.156
C -1.31857 -1.48022 -3.70271 -0.671
C 1.58271 -2.31341 -2.58324 -0.658
H -2.18862 -0.87266 -3.95506 0.254
H -1.64041 -2.51900 -3.60148 0.234
H -0.61599 -1.43307 -4.53651 0.234
H 1.96528 -3.01071 -1.82773 0.239
H 2.44156 -1.79787 -3.03634 0.242
H 1.09745 -2.90278 -3.36466 0.223
H -2.56297 1.25452 -1.96352 0.481
H 2.84204 -0.22857 -0.29668 0.475
O -1.32901 -3.08203 1.11886 -0.943
H -1.99064 -2.42154 0.85090 0.476
H -1.25546 -3.68993 0.36354 0.487
C 1.65442 2.38859 -0.12308 -0.677
H 1.68707 3.01205 0.77532 0.187
H 1.50385 2.98255 -1.03198 0.169
H 2.57823 1.79896 -0.24457 0.154
O -0.97609 2.31294 -0.96948 -0.938
H -0.61434 3.10441 -0.45794 0.540
H -0.43766 2.25743 -1.79309 0.509
C 2.21310 0.87577 2.54809 -0.943
P 0.74204 -0.01713 1.91529 1.142
C 1.26380 -1.74947 2.02711 -0.981
C -0.42664 0.10875 3.33250 -0.360
C -0.11701 -0.22625 4.65220 -0.126
C -1.07593 -0.07295 5.66122 -0.193
C -2.34806 0.41813 5.35069 -0.184
C -2.66808 0.76468 4.04158 -0.179
C -1.70156 0.61824 3.03070 -0.417
P -1.93822 1.17618 1.36056 0.925
C -3.59838 0.60632 0.90672 -0.988
C -0.71196 3.99632 1.95263 -0.248
H 3.09763 0.57797 1.96620 0.243
H 2.37105 0.60734 3.60285 0.247
H 2.06716 1.95853 2.46308 0.247
H 1.56235 -1.96638 3.06083 0.238
H 2.10696 -1.91328 1.34448 0.266
H 0.41030 -2.38311 1.74461 0.302
H 0.87504 -0.60322 4.90383 0.212
H -0.82037 -0.33518 6.69088 0.236
H -3.09360 0.53320 6.13574 0.235
H -3.65610 1.14842 3.79953 0.223
H -4.33227 1.25294 1.40273 0.251
H -3.73218 0.64811 -0.18084 0.277
H -3.72672 -0.42452 1.25561 0.250
H -1.10067 4.97432 2.26777 0.201
H -0.03804 3.54423 2.69513 0.179
H -1.56798 3.29485 1.79905 0.177
```

largest force on an atom = 3.237 eV/A
Kohn-Sham gap (alpha / beta) = 6.01 / 6.37 eV
charge = +1
spin multiplicity = 5
energy relative to the best compared isomer or geometry (same formula, charge and spin) = 10.2 kcal/mol

A 3-piece molecular cluster, C15H32N4O5P overall in a non-equilibrium geometry, computed with the ωB97M-V functional and the def2-TZVPD basis.

```
57
Properties=species:S:1:pos:R:3:nbo_charge:R:1
C 3.37386 -3.40575 0.32993 -0.646
C 2.37668 -2.09957 0.08751 -0.108
O 2.93044 -1.25097 -0.97720 -0.754
P 2.48450 0.42200 -0.80249 2.187
O 2.69172 1.08361 -2.25909 -1.048
C 0.58938 0.68100 -0.43062 -0.782
C -0.30115 -0.44875 -1.19492 -0.449
C -1.21879 -1.41809 -0.26250 -0.250
N -0.94314 -1.38133 1.21983 -0.587
C -2.02080 -1.24046 2.09862 0.601
N -1.73953 -1.15559 3.60928 -0.427
C -3.17047 -0.95938 4.12103 0.252
N -4.21958 -0.97708 3.02979 -0.394
N -3.50597 -1.14941 1.83425 -0.420
O 3.52222 1.32467 0.27217 -0.747
C 3.02815 1.32182 1.65802 -0.101
C 2.27143 2.71953 2.11406 -0.661
H 4.03035 -3.29851 1.29676 0.231
H 4.01109 -3.53546 -0.66115 0.253
H 2.67868 -4.35583 0.45457 0.221
H 2.24749 -1.57924 1.12713 0.168
H 1.36018 -2.55018 -0.34452 0.176
H 0.33744 1.72398 -0.95534 0.308
H 0.36642 0.83870 0.70514 0.237
H 0.41166 -1.09750 -1.88956 0.263
H -1.02852 0.11456 -1.95604 0.254
H -2.36363 -1.23986 -0.55070 0.233
H -0.99894 -2.53808 -0.61338 0.240
H 0.01922 -1.40607 1.63144 0.461
H -3.53843 -0.80445 5.22997 0.282
H -5.26103 -0.89761 3.06927 0.472
H -3.98781 -1.19765 0.90064 0.469
H 2.29355 0.44945 1.92052 0.155
H 3.99623 1.24397 2.35158 0.219
H 1.73168 3.16388 1.17294 0.225
H 1.41624 2.41943 2.88952 0.212
H 3.01169 3.52288 2.56649 0.248
C -7.04318 -3.29366 -1.98110 -0.726
C -6.05948 -2.90934 -0.90840 0.604
O -4.84988 -3.06965 -1.06406 -0.571
C -6.61280 -2.32153 0.36204 -0.709
H -6.50155 -3.70393 -2.84002 0.251
H -7.72722 -4.05695 -1.60176 0.245
H -7.60004 -2.41177 -2.30772 0.243
H -7.27768 -3.04142 0.84578 0.255
H -7.15051 -1.39633 0.13993 0.244
H -5.78797 -2.09219 1.04513 0.174
C 3.90702 4.04368 -2.73705 -0.717
C 4.71085 5.27775 -2.42566 0.588
O 4.18407 6.38838 -2.38028 -0.555
C 6.18394 5.10056 -2.17210 -0.720
H 2.86030 4.32324 -2.89717 0.229
H 4.28659 3.57291 -3.64740 0.235
H 3.95796 3.34554 -1.89770 0.242
H 6.66499 4.67687 -3.05720 0.232
H 6.33644 4.44953 -1.30760 0.227
H 6.63563 6.07565 -1.96057 0.236
```

largest force on an atom = 8.448 eV/A
Kohn-Sham gap = 6.31 eV
charge = +1